C29H37BrCuN4O2SSb as an isolated structure, computed with ωB97M-V with the def2-TZVPD basis set.

```
76
Properties=species:S:1:pos:R:3:nbo_charge:R:1
Cu -0.09 1.12 0.51 0.752
O -1.46 -0.82 -3.28 -0.698
C -0.28 -1.43 -3.57 0.392
C -0.26 -2.26 -4.69 -0.287
C 0.90 -2.93 -5.03 -0.173
C 2.05 -2.78 -4.27 -0.245
C 2.02 -1.94 -3.17 -0.182
C 0.87 -1.26 -2.79 -0.190
C 0.83 -0.27 -1.64 0.228
O -0.36 -0.38 -0.89 -0.935
N 1.97 -0.46 -0.74 -0.461
N 1.85 0.23 0.43 -0.325
C 2.86 0.38 1.20 0.002
C 2.70 0.92 2.55 -0.122
Br 0.92 1.04 3.20 0.079
C 3.70 1.22 3.37 -0.149
C 5.13 1.24 3.01 -0.109
C 6.06 0.70 3.90 -0.187
C 7.41 0.70 3.59 -0.196
C 7.85 1.25 2.39 -0.196
C 6.94 1.82 1.51 -0.210
C 5.58 1.81 1.82 -0.161
H -1.37 -0.44 -2.39 0.500
H -1.17 -2.37 -5.26 0.232
H 0.90 -3.58 -5.90 0.225
H 2.96 -3.30 -4.54 0.224
H 2.94 -1.83 -2.60 0.200
H 0.86 0.75 -2.06 0.179
H 2.90 -0.45 -1.15 0.378
H 3.85 0.04 0.92 0.207
H 3.46 1.47 4.40 0.235
H 5.72 0.28 4.83 0.219
H 8.12 0.28 4.28 0.226
H 8.91 1.26 2.15 0.225
H 7.28 2.28 0.59 0.221
H 4.88 2.30 1.15 0.207
N -2.88 2.24 -0.71 -0.783
C -2.28 3.30 -0.17 0.351
S -0.70 3.27 0.45 -0.328
N -2.95 4.46 -0.13 -0.578
C -4.28 4.72 -0.59 0.097
C -5.35 3.93 -0.19 -0.209
C -6.63 4.23 -0.64 -0.204
C -6.84 5.33 -1.46 -0.200
C -5.77 6.13 -1.84 -0.181
C -4.49 5.83 -1.41 -0.221
H -2.31 1.42 -0.86 0.421
H -3.75 2.32 -1.20 0.418
H -2.41 5.25 0.18 0.428
H -5.20 3.11 0.50 0.219
H -7.46 3.62 -0.33 0.226
H -7.84 5.56 -1.81 0.229
H -5.93 6.99 -2.47 0.229
H -3.65 6.44 -1.70 0.226
C -0.59 -4.34 2.77 -0.631
C 0.46 -3.66 1.89 -0.738
Sb -0.37 -2.42 0.33 1.564
C -2.30 -1.90 1.03 -0.782
C -2.33 -0.80 2.10 -0.612
C -0.91 -3.80 -1.20 -0.759
C -1.40 -5.14 -0.66 -0.625
H -0.11 -4.91 3.56 0.231
H -1.22 -5.04 2.20 0.213
H -1.25 -3.62 3.25 0.208
H 1.11 -4.37 1.38 0.231
H 1.10 -3.01 2.48 0.231
H -2.74 -2.83 1.40 0.235
H -2.85 -1.60 0.14 0.231
H -1.75 -1.08 2.98 0.213
H -3.35 -0.60 2.42 0.225
H -1.90 0.13 1.72 0.190
H -0.04 -3.92 -1.85 0.245
H -1.68 -3.29 -1.78 0.237
H -0.62 -5.66 -0.10 0.209
H -1.68 -5.79 -1.49 0.232
H -2.27 -5.04 -0.02 0.206
```

Summary:
Kohn-Sham gap (alpha / beta), eV: 7.43 / 7.16
HOMO level (alpha / beta), eV: -9.88 / -10.69
Charge: +1
E_tot, eV: -172777.3926
Multiplicity: 2
Lowest unoccupied orbital energy (alpha / beta), eV: -2.45 / -3.52

***

C29H38N11PtS as an isolated structure, computed with ωB97M-V with the def2-TZVPD basis set.

```
80
Properties=species:S:1:pos:R:3:mulliken_spin:R:1
Pt -0.67 -0.95 -0.77 1.501
C -3.23 -1.27 0.93 0.039
N -2.46 -1.06 2.13 0.002
C -3.18 -0.98 3.40 0.000
C -2.06 -1.02 4.44 0.003
N -0.84 -1.07 3.63 0.012
C 0.42 -1.20 4.35 -0.002
C -1.12 -1.19 2.31 -0.012
N -0.29 -1.38 1.31 0.198
C 1.16 -1.39 1.48 0.001
C 1.86 -1.94 0.26 -0.019
N 1.53 -1.18 -0.95 0.237
C 2.11 -1.48 -2.11 -0.040
N 1.69 -0.98 -3.29 0.024
C 0.57 -0.12 -3.58 -0.009
C 2.46 -1.51 -4.42 0.002
C 3.61 -2.23 -3.72 -0.002
N 3.17 -2.30 -2.32 0.028
C 4.14 -2.86 -1.38 -0.001
H -4.19 -0.77 1.04 0.002
H -3.36 -2.32 0.71 -0.004
H -2.73 -0.81 0.05 -0.005
H -3.86 -1.83 3.51 -0.001
H -3.77 -0.06 3.45 0.000
H -2.12 -1.89 5.09 0.000
H -2.04 -0.13 5.07 0.001
H 0.24 -0.85 5.37 0.000
H 1.20 -0.58 3.93 0.000
H 0.75 -2.23 4.42 0.001
H 1.46 -2.02 2.32 0.008
H 1.54 -0.38 1.67 0.002
H 1.58 -3.00 0.13 0.002
H 2.93 -1.90 0.47 0.008
H 0.86 0.93 -3.61 -0.001
H -0.25 -0.23 -2.85 -0.008
H 0.16 -0.40 -4.55 -0.002
H 2.80 -0.69 -5.05 0.000
H 1.84 -2.18 -5.01 -0.001
H 4.55 -1.68 -3.79 0.001
H 3.76 -3.23 -4.11 0.002
H 4.87 -3.40 -1.97 0.000
H 3.68 -3.57 -0.70 0.000
H 4.67 -2.08 -0.83 0.001
C 0.11 -7.75 -0.86 -0.003
C -0.57 -6.53 -0.34 -0.024
C -1.29 -6.50 0.85 0.071
C -1.87 -5.31 1.25 -0.018
N -1.74 -4.19 0.53 0.049
C -1.07 -4.33 -0.59 -0.037
S -0.92 -2.96 -1.74 0.882
N -0.49 -5.41 -1.08 0.066
H -0.25 -8.65 -0.37 -0.001
H 1.19 -7.67 -0.67 -0.001
H -0.03 -7.83 -1.93 -0.001
H -1.41 -7.40 1.45 0.002
H -2.44 -5.24 2.16 0.000
N -1.59 6.33 -0.46 -0.010
C -1.09 7.62 -0.28 0.052
C -1.64 8.86 -0.38 0.072
C -0.76 9.94 -0.11 0.251
C 0.59 9.77 0.25 0.004
C 1.14 8.52 0.35 0.130
C 0.28 7.41 0.08 0.210
N 0.57 6.11 0.10 0.056
C -0.58 5.48 -0.23 0.112
C -0.65 4.02 -0.31 0.031
C -1.84 3.33 -0.54 0.028
C -1.80 1.95 -0.61 -0.011
N -0.67 1.25 -0.47 0.093
C 0.47 1.91 -0.25 -0.031
C 0.52 3.29 -0.16 0.045
H -2.53 6.10 -0.74 -0.001
H -2.67 9.04 -0.65 0.004
H -1.16 10.94 -0.18 0.003
H 1.19 10.65 0.44 0.005
H 2.17 8.35 0.62 -0.004
H -2.79 3.82 -0.66 0.001
H -2.71 1.38 -0.79 -0.007
H 1.36 1.30 -0.17 0.011
H 1.46 3.79 0.02 0.001
```

Summary:
Kohn-Sham gap (alpha / beta), eV: 6.62 / 4.73
HOMO level (alpha / beta), eV: -15.12 / -15.71
Charge: +3
E_tot, eV: -61137.2807
Multiplicity: 5
Lowest unoccupied orbital energy (alpha / beta), eV: -8.50 / -10.98

***

A 6-piece molecular cluster, C29H38NO15 overall at a distorted geometry, computed with ωB97M-V with the def2-TZVPD basis set.

```
83
Properties=species:S:1:pos:R:3:mulliken_charge:R:1
C -2.57 0.77 1.15 -0.742
N -1.69 1.09 -0.08 0.312
C -0.99 2.28 0.24 -0.932
C -0.77 0.01 -0.12 -0.739
C -2.53 1.02 -1.24 -0.869
C -1.83 1.31 -2.61 -0.056
O -2.81 1.20 -3.58 -0.477
H -3.09 -0.39 1.16 0.145
H -3.21 1.61 1.38 0.501
H -1.98 0.90 1.97 0.371
H -0.24 2.74 -0.54 0.258
H -0.34 2.16 1.18 0.187
H -1.53 3.08 0.39 0.674
H -0.09 0.03 0.80 0.227
H -0.11 -0.22 -1.00 0.170
H -1.29 -0.89 -0.29 0.533
H -3.31 1.77 -0.97 0.316
H -3.03 0.09 -1.28 0.373
H -1.00 0.60 -2.90 0.157
H -1.37 2.30 -2.56 0.395
H -2.52 1.65 -4.28 0.243
C -5.94 -2.84 3.95 -0.815
C -5.14 -3.11 5.22 0.250
C -3.72 -3.55 5.02 0.832
O -2.99 -3.89 5.97 -0.635
C -3.15 -3.58 3.71 -0.674
C -3.99 -3.25 2.45 0.608
C -5.45 -2.96 2.62 0.432
O -6.08 -2.81 1.63 -0.511
O -3.44 -2.86 1.25 -0.406
O -5.64 -3.12 6.47 -0.505
H -6.92 -2.53 4.21 0.460
H -2.08 -3.71 3.52 0.301
H -2.53 -2.94 1.18 0.281
H -4.98 -3.27 7.20 0.370
C 3.22 -2.11 -3.31 -0.793
C 4.75 -2.51 -3.22 0.042
C 5.49 -2.06 -2.10 0.888
O 6.74 -2.45 -2.03 -0.668
C 4.92 -1.22 -1.18 -1.004
C 3.51 -0.73 -1.23 0.606
C 2.69 -1.11 -2.44 0.423
O 1.50 -0.70 -2.62 -0.582
O 2.93 0.18 -0.44 -0.332
O 5.34 -3.38 -4.11 -0.487
H 2.68 -2.65 -4.04 0.523
H 5.41 -1.02 -0.36 0.585
H 3.51 0.49 0.30 0.301
H 6.20 -3.54 -3.70 0.395
C -0.39 0.31 -6.30 -0.704
C 1.07 0.49 -6.31 0.170
C 1.76 1.65 -6.81 0.889
O 3.02 1.69 -6.91 -0.652
C 0.97 2.68 -7.25 -0.423
C -0.53 2.60 -7.38 0.421
C -1.20 1.42 -6.83 0.568
O -2.44 1.37 -6.88 -0.601
O -1.39 3.56 -7.90 -0.383
O 1.83 -0.50 -5.81 -0.452
H -1.08 -0.44 -5.91 0.444
H 1.32 3.77 -7.85 0.063
H -0.89 4.20 -8.30 0.320
H 2.66 -0.10 -5.85 0.346
C 1.47 -0.82 5.49 -1.314
C 1.38 -0.58 3.97 0.683
O 0.48 0.15 3.51 -0.475
C 2.43 -1.08 3.03 -0.638
H 2.21 -1.66 5.60 0.380
H 0.68 -1.20 5.81 0.535
H 1.77 0.09 6.25 0.204
H 2.12 -0.74 1.93 -0.240
H 2.51 -2.16 3.05 0.548
H 3.50 -0.96 3.41 0.361
C 2.56 2.53 3.75 -0.413
C 1.32 3.33 3.86 1.002
O 0.76 3.81 2.88 -0.614
C 0.83 3.51 5.26 -1.392
H 2.47 1.82 2.88 -0.288
H 2.78 1.96 4.63 0.238
H 3.41 3.29 3.44 0.398
H 1.65 3.78 5.96 0.353
H 0.52 2.53 5.61 0.288
H -0.11 3.88 5.29 0.448
```

Summary:
Kohn-Sham gap, eV: 6.28
HOMO level, eV: -11.13
Charge: +1
E_tot, eV: -62870.8575
Lowest unoccupied orbital energy, eV: -4.85